Molecular formula: C30H37N2O6
Method: DFT, ωB97M-V/def2-TZVPD

Relative energy (zero: lowest compared OMol25 entry of this formula, charge and spin) (eV): 1.856
Charge: -1
Max |F| (eV/A): 4.56
LUMO level (eV): 2.646
Structure (SMILES): CCOC(=O)/C(=C(\[O-])OCC)[C@H](c1ccc2c(c1)CCCN2C)[C@@](C)(/N=C/c1ccccc1)C(=O)OCC
Energy (eV): -46974.5170

Each atom is followed by the atoms it is bonded to, with distances in Å.
Geometry (Å):
1 C -6.02087 0.96964 -0.61262  C2 1.523, H16 1.110, H17 1.110, H18 1.115
2 C -5.12603 0.80152 0.60785  C1 1.523, O3 1.465, H19 1.115, H20 1.111
3 O -3.73719 0.60921 0.18305  C2 1.465, C4 1.353
4 C -2.90266 0.20967 1.17069  O3 1.353, C5 1.584, O15 1.212
5 C -1.37260 0.60295 1.05730  C4 1.584, C6 1.519, N7 1.388, C35 1.787
6 C -0.82542 0.51581 2.47175  C5 1.519, H21 1.085, H22 1.128, H23 1.121
7 N -1.25774 1.82172 0.40343  C5 1.388, C8 1.293
8 C -0.28005 2.61694 0.11414  N7 1.293, C9 1.450, H24 1.094
9 C -0.18583 3.26753 -1.17820  C8 1.450, C10 1.408, C14 1.403
10 C 0.96498 3.97101 -1.58239  C9 1.408, C11 1.393, H25 1.088
11 C 1.05433 4.53281 -2.85440  C10 1.393, C12 1.405, H26 1.093
12 C -0.01266 4.40060 -3.75949  C11 1.405, C13 1.406, H27 1.109
13 C -1.13626 3.64223 -3.38541  C12 1.406, C14 1.400, H28 1.094
14 C -1.21272 3.06339 -2.11271  C9 1.403, C13 1.400, H29 1.086
15 O -3.28733 -0.42234 2.13125  C4 1.212
16 H -7.06127 1.12694 -0.26055  C1 1.110
17 H -5.75341 1.86357 -1.21432  C1 1.110
18 H -6.05389 0.05652 -1.25082  C1 1.115
19 H -5.14864 1.71108 1.25236  C2 1.115
20 H -5.40843 -0.08590 1.21428  C2 1.111
21 H -1.28255 -0.38483 2.86820  C6 1.085
22 H 0.29763 0.53345 2.57709  C6 1.128
23 H -1.23356 1.35103 3.09758  C6 1.121
24 H 0.54641 2.83387 0.79810  C8 1.094
25 H 1.80219 4.04129 -0.89118  C10 1.088
26 H 1.95711 5.06156 -3.16979  C11 1.093
27 H 0.05612 4.84886 -4.77168  C12 1.109
28 H -1.93806 3.48974 -4.11321  C13 1.094
29 H -2.04757 2.42079 -1.84990  C14 1.086
30 C -3.97709 0.33396 -3.09060  C31 1.489, H53 1.095, H54 1.089, H55 1.097
31 C -3.45995 -0.98750 -2.63846  C30 1.489, O32 1.453, H56 1.103, H57 1.091
32 O -2.51950 -0.76533 -1.55355  C31 1.453, C33 1.354
33 C -1.95073 -1.90958 -1.10447  O32 1.354, C34 1.495, O52 1.207
34 C -0.85728 -1.72033 -0.10202  C33 1.495, C35 1.385, C47 1.492
35 C -0.28759 -0.48189 0.14040  C5 1.787, C34 1.385, C36 1.504, H58 1.097
36 C 1.13246 -0.49918 0.63530  C35 1.504, C37 1.390, C46 1.406
37 C 2.08313 0.35087 0.08217  C36 1.390, C38 1.397, H59 1.107
38 C 3.39579 0.38374 0.55823  C37 1.397, C39 1.424, C44 1.496
39 C 3.73069 -0.30982 1.75653  C38 1.424, N40 1.381, C45 1.417
40 N 4.96692 -0.10316 2.33520  C39 1.381, C41 1.453, C42 1.460
41 C 5.52413 -0.94534 3.38049  N40 1.453, H60 1.095, H61 1.114, H62 1.110
42 C 6.01842 0.66454 1.67546  N40 1.460, C43 1.527, H63 1.102, H64 1.111
43 C 5.49848 1.77195 0.76174  C42 1.527, C44 1.519, H65 1.099, H66 1.094
44 C 4.40488 1.23574 -0.14556  C38 1.496, C43 1.519, H67 1.094, H68 1.092
45 C 2.76533 -1.18374 2.31571  C39 1.417, C46 1.387, H69 1.090
46 C 1.53249 -1.32840 1.69754  C36 1.406, C45 1.387, H70 1.087
47 C -0.10940 -3.00788 -0.00312  C34 1.492, O48 1.225, O49 1.343
48 O 1.05251 -3.23522 -0.31720  C47 1.225
49 O -0.91359 -3.97153 0.47439  C47 1.343, C50 1.462
50 C -0.26200 -5.27942 0.51690  O49 1.462, C51 1.507, H71 1.107, H72 1.110
51 C -1.31921 -6.30896 0.82182  C50 1.507, H73 1.094, H74 1.092, H75 1.094
52 O -2.21428 -2.96838 -1.62102  C33 1.207
53 H -4.69732 0.15190 -3.89573  C30 1.095
54 H -4.48439 0.88360 -2.29961  C30 1.089
55 H -3.19168 0.96756 -3.52050  C30 1.097
56 H -4.26367 -1.63628 -2.25153  C31 1.103
57 H -2.90365 -1.48158 -3.43619  C31 1.091
58 H -0.45648 0.24321 -0.66516  C35 1.097
59 H 1.83287 0.97325 -0.79796  C37 1.107
60 H 4.73058 -1.32856 4.03033  C41 1.095
61 H 6.10504 -1.80445 2.97369  C41 1.114
62 H 6.23361 -0.33418 3.97722  C41 1.110
63 H 6.64607 1.09137 2.47479  C42 1.102
64 H 6.69584 -0.00623 1.10411  C42 1.111
65 H 5.11896 2.59679 1.38146  C43 1.099
66 H 6.34325 2.13860 0.17062  C43 1.094
67 H 4.87758 0.66183 -0.94859  C44 1.094
68 H 3.86985 2.06299 -0.61556  C44 1.092
69 H 3.00185 -1.77731 3.19822  C45 1.090
70 H 0.85708 -2.07750 2.10284  C46 1.087
71 H 0.20115 -5.47863 -0.46866  C50 1.107
72 H 0.52031 -5.23919 1.30325  C50 1.110
73 H -0.79420 -7.25716 0.97131  C51 1.094
74 H -1.88740 -6.09438 1.72940  C51 1.092
75 H -1.98388 -6.46149 -0.03404  C51 1.094